Density functional theory data (wB97M-V/def2-TZVPD) for a 10-piece molecular cluster, C56H80I2O33P2 overall at a distorted geometry.

Last column: Mulliken charge in e.
Cartesian coordinates (Å):
C: 4.168 -2.076 -4.797  -1.449
C: 4.367 -1.193 -3.528  1.139
P: 3.567 -2.089 -2.140  -0.379
C: 1.747 -1.935 -2.149  -0.191
C: 1.161 -0.537 -1.852  -1.208
C: 4.318 -1.819 -0.479  0.843
C: 4.267 -2.929 0.361  -0.594
C: 4.827 -2.939 1.622  1.093
C: 5.438 -1.781 2.097  0.359
C: 6.010 -1.781 3.517  -2.480
C: 7.394 -2.480 3.582  -0.412
C: 7.715 -3.034 4.981  -1.289
I: 7.263 -1.660 6.564  -0.016
C: 5.498 -0.667 1.285  0.172
C: 6.238 0.529 1.901  -2.000
C: 5.321 1.498 2.699  -1.005
C: 3.980 0.861 3.097  -0.766
I: 3.253 1.940 4.856  -0.049
C: 4.928 -0.649 0.010  2.542
P: 4.969 0.853 -1.024  0.017
O: 3.704 1.094 -1.713  -0.423
O: 6.223 0.743 -2.051  -0.368
O: 5.276 2.182 -0.151  -0.560
C: 4.752 -4.221 2.438  -0.020
O: 4.578 -4.250 3.642  -0.646
C: 4.871 -5.466 1.623  -0.886
C: 4.347 -5.465 0.410  -0.238
O: 4.436 -6.585 -0.391  -0.538
C: 3.615 -4.229 -0.064  -0.636
O: 2.577 -4.327 -0.684  -0.511
H: 4.725 -1.679 -5.649  0.451
H: 4.345 -3.134 -4.599  0.365
H: 3.108 -1.989 -5.069  0.369
H: 3.953 -0.214 -3.776  0.177
H: 5.442 -1.166 -3.352  -0.438
H: 1.246 -2.638 -1.486  0.525
H: 1.415 -2.212 -3.160  0.114
H: 1.435 -0.172 -0.862  0.274
H: 1.557 0.153 -2.595  0.177
H: 0.076 -0.595 -1.995  0.594
H: 5.290 -2.211 4.214  0.901
H: 6.181 -0.770 3.883  1.202
H: 8.147 -1.735 3.296  0.455
H: 7.449 -3.296 2.863  0.110
H: 7.173 -3.975 5.087  0.422
H: 8.776 -3.275 5.038  0.602
H: 7.037 0.188 2.555  0.575
H: 6.757 1.005 1.067  0.652
H: 5.851 1.741 3.625  0.660
H: 5.140 2.447 2.199  0.336
H: 4.054 -0.177 3.389  0.000
H: 3.232 1.041 2.334  0.553
H: 6.447 1.626 -2.377  0.276
H: 6.195 2.450 -0.275  0.321
H: 5.372 -6.351 2.001  0.477
H: 5.314 -6.579 -0.788  0.356
C: -3.052 -3.102 -1.835  -1.300
C: -2.719 -3.325 -3.290  0.634
C: -1.719 -4.422 -3.554  -0.335
O: -1.162 -4.015 -4.812  -0.365
C: -1.237 -2.658 -4.848  0.636
O: -0.683 -1.967 -5.637  -0.552
O: -2.036 -2.193 -3.852  -0.357
H: -3.467 -2.106 -1.684  0.339
H: -3.776 -3.836 -1.487  0.263
H: -2.162 -3.177 -1.207  0.297
H: -3.639 -3.476 -3.865  0.221
H: -2.170 -5.409 -3.627  0.310
H: -0.911 -4.448 -2.819  0.203
C: 1.210 2.739 -2.047  -1.001
C: 0.911 4.218 -2.073  0.278
C: 2.123 5.109 -2.100  -0.307
O: 1.615 6.312 -1.502  -0.403
C: 0.635 5.930 -0.638  0.560
O: 0.138 6.632 0.181  -0.517
O: 0.294 4.630 -0.847  -0.225
H: 0.355 2.184 -1.662  0.378
H: 1.444 2.373 -3.046  0.419
H: 2.055 2.518 -1.402  -0.051
H: 0.223 4.454 -2.891  0.296
H: 2.498 5.295 -3.105  0.338
H: 2.938 4.738 -1.473  0.217
C: -7.817 -5.512 -4.892  -1.511
C: -6.860 -5.523 -3.724  0.672
C: -7.266 -6.410 -2.577  -0.585
O: -6.593 -5.788 -1.473  -0.342
C: -6.504 -4.468 -1.767  0.657
O: -6.194 -3.618 -0.994  -0.490
O: -6.809 -4.241 -3.069  -0.316
H: -7.674 -4.617 -5.497  0.388
H: -7.662 -6.388 -5.521  0.400
H: -8.854 -5.510 -4.556  0.330
H: -5.849 -5.757 -4.072  0.189
H: -6.948 -7.443 -2.698  0.316
H: -8.340 -6.385 -2.377  0.315
C: -1.277 4.514 1.653  -1.540
C: -1.954 3.462 2.497  0.862
C: -2.751 3.993 3.657  -0.399
O: -2.721 2.868 4.567  -0.411
C: -1.560 2.206 4.324  0.482
O: -1.094 1.356 5.015  -0.540
O: -0.989 2.640 3.178  -0.223
H: -0.455 4.078 1.100  0.483
H: -1.980 4.958 0.951  0.355
H: -0.859 5.316 2.263  0.304
H: -2.556 2.803 1.862  0.149
H: -3.760 4.258 3.397  0.267
H: -2.269 4.835 4.151  0.258
C: -0.335 -2.555 5.886  -1.476
C: 0.021 -2.645 4.422  0.463
C: 1.074 -3.671 4.081  -0.729
O: 1.620 -3.136 2.868  -0.001
C: 1.481 -1.785 2.949  0.182
O: 2.010 -1.005 2.226  -0.289
O: 0.657 -1.443 3.963  -0.169
H: -0.796 -1.592 6.107  0.315
H: -1.029 -3.350 6.161  0.405
H: 0.551 -2.641 6.516  0.348
H: -0.885 -2.789 3.825  0.300
H: 0.668 -4.668 3.922  0.358
H: 1.876 -3.722 4.821  0.299
C: 8.486 -1.646 -3.257  -1.229
C: 9.029 -2.205 -1.965  0.535
C: 9.652 -3.570 -2.079  -0.631
O: 9.506 -4.071 -0.745  -0.376
C: 8.393 -3.491 -0.231  0.294
O: 7.860 -3.837 0.774  -0.398
O: 7.977 -2.464 -1.013  0.028
H: 7.753 -0.867 -3.059  0.009
H: 9.292 -1.227 -3.861  0.466
H: 7.986 -2.419 -3.845  0.359
H: 9.718 -1.488 -1.507  0.240
H: 10.699 -3.542 -2.375  0.317
H: 9.104 -4.233 -2.754  0.325
C: -7.094 -1.181 -0.041  -1.461
C: -7.705 0.180 -0.276  0.761
C: -8.638 0.660 0.805  -0.565
O: -9.479 1.574 0.084  -0.341
C: -9.537 1.122 -1.194  0.615
O: -10.303 1.509 -2.016  -0.551
O: -8.592 0.171 -1.413  -0.306
H: -6.748 -1.607 -0.971  0.315
H: -6.251 -1.109 0.647  0.424
H: -7.820 -1.877 0.382  0.298
H: -6.918 0.913 -0.475  0.184
H: -8.125 1.162 1.623  0.319
H: -9.269 -0.135 1.208  0.348
C: -8.934 3.578 -3.662  -1.372
C: -7.530 3.955 -4.072  0.611
C: -6.440 3.331 -3.241  -0.337
O: -5.367 4.264 -3.413  -0.322
C: -5.938 5.483 -3.614  0.571
O: -5.356 6.516 -3.588  -0.527
O: -7.269 5.354 -3.857  -0.402
H: -9.652 4.310 -4.032  0.380
H: -9.199 2.598 -4.054  0.392
H: -9.038 3.549 -2.579  0.207
H: -7.385 3.753 -5.138  0.249
H: -6.153 2.339 -3.583  0.336
H: -6.688 3.290 -2.177  0.199
C: -4.863 10.223 4.434  -1.445
C: -4.919 8.715 4.497  0.500
C: -3.772 8.067 5.227  -0.553
O: -3.745 6.764 4.629  -0.230
C: -4.205 6.908 3.359  0.606
O: -4.129 6.085 2.503  -0.501
O: -4.777 8.127 3.192  -0.370
H: -5.480 10.596 3.618  0.360
H: -5.217 10.658 5.369  0.380
H: -3.846 10.576 4.256  0.338
H: -5.883 8.393 4.901  0.272
H: -3.928 8.001 6.301  0.304
H: -2.813 8.551 5.029  0.318

## Properties
Charge   0
SMILES   CCP(CC)c1c2c(c(CCCI)c(CCCI)c1P(=O)(O)O)C(=O)C=C(O)C2=O.C[C@@H]1COC(=O)O1.C[C@@H]1COC(=O)O1.C[C@@H]1COC(=O)O1.C[C@@H]1COC(=O)O1.C[C@@H]1COC(=O)O1.C[C@@H]1COC(=O)O1.C[C@@H]1COC(=O)O1.C[C@@H]1COC(=O)O1.C[C@@H]1COC(=O)O1
Gap between HOMO and LUMO   6.47 eV